1.
Entry from the OMol25 dataset: a structure of composition C39H31Cl2N6O4PSSrTe in a non-equilibrium geometry (ωB97M-V/def2-TZVPD).

Output
ΔE to the lowest compared entry with this formula, charge and spin: 39.33 kcal per mole
HOMO-LUMO gap: 0.14721 Eh

```
! wB97M-V def2-TZVPD RIJCOSX def2/J DEFGRID3
* xyz -2 1
Te -0.641 -3.291 1.876
Sr -0.032 -0.291 1.143
Cl 2.629 -1.218 2.556
Cl 3.308 4.061 3.806
S 1.275 1.642 3.232
P -1.540 2.126 -0.277
O -1.378 1.014 -5.172
O -0.905 -1.242 -6.111
O -1.986 1.959 -3.242
O -1.568 -3.305 -5.597
N -2.499 0.159 1.944
N 0.822 -2.155 -1.586
N -1.340 2.096 1.486
N -2.644 -0.557 -2.167
N 1.550 0.241 -0.833
N -2.495 -2.520 -3.133
C -0.734 4.420 -1.663
C -1.757 0.977 -3.958
C 0.032 5.548 -1.904
C -2.098 -0.389 -3.414
C -5.538 2.648 -1.017
C 2.109 1.226 -0.160
C 0.245 -3.288 -1.959
C 3.609 0.167 2.949
C 2.991 1.405 3.233
C -3.267 -0.607 2.723
C 3.905 2.448 3.493
C 4.981 -0.017 2.956
C -2.806 1.998 3.442
C 1.516 -1.460 -2.483
C -3.527 4.057 0.260
C -3.626 1.210 4.223
C 0.479 4.038 0.371
C -0.529 3.650 -0.513
C 1.249 5.170 0.122
C -3.226 2.854 -0.378
C -1.475 -2.116 -5.325
C 0.313 -3.753 -3.269
C -2.259 1.416 2.296
C -5.831 3.843 -0.380
C 0.990 -3.000 -4.214
C 5.829 1.042 3.240
C -4.822 4.552 0.262
C -3.870 -0.112 3.865
C -1.972 -1.616 -4.027
C -2.874 -1.845 -2.024
C 3.315 1.824 -0.510
C 2.173 -0.262 -1.903
C 3.940 1.334 -1.641
C -3.475 -2.481 -0.822
C 1.619 -1.828 -3.818
C 3.367 0.278 -2.344
C 5.279 2.287 3.504
C 1.029 5.931 -1.013
C -4.240 2.150 -1.017
H 2.127 -1.196 -4.534
H 1.630 6.811 -1.208
H -0.145 6.126 -2.803
H -1.102 2.988 1.906
H -0.906 -0.281 -5.639
H -3.637 -1.704 -0.079
H -6.322 2.094 -1.520
H 5.373 -1.000 2.730
H -6.846 4.226 -0.381
H -4.429 -2.955 -1.070
H -2.738 4.617 0.751
H -3.989 1.220 -1.512
H -1.480 4.107 -2.380
H -0.282 -3.807 -1.158
H 2.025 5.439 0.830
H 3.725 2.622 0.093
H -2.802 -3.210 -0.363
H -4.067 1.619 5.124
H 3.870 -0.141 -3.206
H 0.999 -3.301 -5.253
H -3.327 -1.650 2.426
H -4.478 -0.756 4.484
H -0.187 -4.671 -3.548
H -5.043 5.489 0.759
H 5.907 3.142 3.717
H 0.711 3.468 1.266
H -2.498 -3.513 -3.295
H 1.560 1.544 0.728
H 4.884 1.746 -1.976
H 6.902 0.902 3.246
H -2.570 3.022 3.699
*
```

***

2.
Entry from the OMol25 dataset: a structure of composition C39H31F5N3O2PS4SeV in a non-equilibrium geometry (ωB97M-V/def2-TZVPD).

Output
ΔE to the lowest compared entry with this formula, charge and spin: 56.03 kcal per mole
HOMO-LUMO gap (spin up / spin down): 0.24601 / 0.24782 Eh

```
! wB97M-V def2-TZVPD RIJCOSX def2/J DEFGRID3
* xyz 1 3
Se -2.189 -0.779 -2.119
V 0.639 -0.729 0.496
S -3.413 -4.624 -0.045
S 4.739 2.041 3.597
S 2.805 0.040 -0.261
S -0.235 1.399 -0.131
P 1.794 1.767 -0.201
F -6.512 -3.470 -2.810
F -1.079 -3.677 -3.182
F -4.961 -1.338 -2.002
F -5.295 -5.659 -3.901
F -2.574 -5.761 -4.040
O 2.230 2.849 -1.265
O 2.192 2.481 1.152
N 1.105 -0.065 2.461
N 0.240 -1.333 -1.015
N -0.934 -1.388 1.445
C 1.900 -1.132 -5.798
C 0.451 -1.249 -3.434
C -3.972 -3.461 1.129
C -1.323 0.292 5.229
C -1.858 -2.220 1.006
C 2.251 -2.047 -4.814
C 0.079 -0.355 -4.440
C 3.148 1.611 -3.165
C -3.048 -2.512 1.698
C 0.822 -0.279 -5.602
C 5.407 3.317 4.524
C 2.149 0.547 2.964
C 3.333 3.070 5.491
C 0.978 1.208 4.948
C 4.556 3.761 5.490
C -4.565 -4.625 -3.493
C -2.277 -1.045 3.441
C -4.407 -2.431 -2.545
C -0.026 -0.096 3.198
C -3.268 -1.881 2.919
C -4.980 -5.297 -0.184
C -1.113 -0.836 2.667
C 1.039 4.630 1.140
C -3.015 -2.428 -2.656
C 0.996 2.904 -3.357
C 3.571 4.462 0.872
C -2.350 -0.439 4.731
C -5.307 -3.637 1.385
C 2.362 2.819 -2.698
C -5.188 -3.501 -2.947
C -2.414 -3.583 -3.146
C 3.261 2.097 4.523
C -5.877 -4.676 0.628
C -0.123 0.485 4.483
C -3.175 -4.670 -3.569
C 2.308 3.882 1.496
C 1.545 -2.100 -3.628
C 2.130 1.278 4.172
C -0.239 -1.244 -2.158
H 6.396 3.667 4.301
H 2.937 3.732 -2.891
H -1.384 0.727 6.215
H 3.932 5.301 1.459
H 1.109 2.890 -4.437
H 0.890 4.620 0.062
H -6.913 -4.950 0.676
H 2.542 0.712 -3.087
H 3.443 1.751 -4.200
H 4.044 1.485 -2.563
H 0.483 3.820 -3.072
H 2.423 3.841 2.588
H -5.866 -3.034 2.076
H 1.804 -2.804 -2.850
H 0.925 1.693 5.910
H 4.791 4.557 6.174
H 3.067 0.501 2.389
H 0.177 4.161 1.612
H -5.134 -6.120 -0.851
H 3.383 4.796 -0.144
H 3.080 -2.719 -4.978
H 2.533 3.297 6.172
H -1.660 -2.702 0.056
H 4.343 3.694 0.850
H -4.171 -2.061 3.481
H 0.564 0.443 -6.361
H -3.243 -0.596 5.315
H -0.774 0.294 -4.285
H 2.465 -1.081 -6.717
H 1.111 5.661 1.476
H 0.390 2.051 -3.055
*
```

***

3.
Entry from the OMol25 dataset: a structure of composition C39H31InN6O3S3 (ωB97M-V/def2-TZVPD).

Output
ΔE to the lowest compared entry with this formula, charge and spin: 0.00 kcal per mole
HOMO-LUMO gap: 0.27200 Eh

```
! wB97M-V def2-TZVPD RIJCOSX def2/J DEFGRID3
* xyz 0 1
In 0.401 -0.859 -1.281
S 1.056 2.095 1.325
S -2.710 -4.929 -1.461
S 2.748 -0.022 -0.661
O 0.167 1.479 0.288
O -1.713 -0.375 -0.915
O 1.475 -2.806 -1.025
N -1.254 -2.856 -1.297
N -0.078 0.843 -2.797
N 0.076 -1.661 0.978
N 4.026 0.094 -3.191
N 0.711 -1.641 -3.507
N -1.154 -2.833 2.400
C 1.739 -6.374 -3.099
C -1.813 -3.640 -2.156
C -1.519 -3.251 -0.011
C 0.398 -0.663 -4.553
C -2.050 1.847 3.864
C -1.966 1.888 -1.684
C -1.222 1.731 2.755
C 1.306 -3.980 -3.100
C 1.866 -5.116 -1.033
C 0.395 3.175 3.823
C 0.698 0.728 -4.021
C -0.268 -2.118 3.181
C -1.659 2.620 4.948
C -0.070 -2.070 4.556
C -0.012 2.405 2.742
C 0.615 4.309 -0.222
C 1.425 -5.219 -3.765
C -0.932 1.789 -2.682
C -2.686 3.089 -1.585
C 1.613 -0.673 2.739
C -0.438 3.285 4.925
C 1.369 3.783 0.813
C 1.820 -0.621 4.104
C -3.462 0.926 -0.052
C -4.137 2.120 0.039
C 1.539 -3.897 -1.697
C 0.981 -2.832 -3.899
C -0.890 -2.536 1.098
C 2.720 5.757 0.888
C 1.962 6.302 -0.141
C -3.745 3.233 -0.722
C 0.523 -1.406 2.272
C 0.914 5.579 -0.696
C 2.434 4.485 1.362
C 0.982 -1.295 5.003
C 1.960 -6.304 -1.709
C 3.500 0.041 -2.158
C -2.322 0.771 -0.884
C -2.291 -4.366 0.093
H 2.203 7.287 -0.522
H 2.665 -0.063 4.490
H -1.511 1.142 1.893
H 0.961 -3.026 -4.977
H -0.935 2.571 -3.450
H 1.178 -1.226 6.067
H 2.045 -5.057 0.035
H 2.295 -0.189 2.053
H -3.766 0.064 0.534
H -4.988 2.203 0.706
H 2.217 -7.208 -1.166
H 1.255 -5.243 -4.838
H 3.049 4.037 2.135
H -4.276 4.173 -0.645
H 0.961 -0.856 -5.469
H -0.698 -2.626 5.242
H -2.304 2.705 5.814
H 1.824 -7.315 -3.627
H -0.671 -0.716 -4.780
H -3.005 1.334 3.874
H -0.136 3.895 5.767
H -2.380 3.923 -2.211
H 0.425 1.487 -4.758
H -2.616 -4.892 0.977
H 0.333 6.001 -1.507
H -1.871 -3.453 2.729
H 1.345 3.697 3.805
H -0.190 3.717 -0.635
H -1.744 -3.516 -3.230
H 3.548 6.315 1.308
H 1.761 0.806 -3.805
*
```

***

4.
Entry from the OMol25 dataset: a structure of composition C39H33AsF5N4NdO7 in a non-equilibrium geometry (ωB97M-V/def2-TZVPD).

Output
ΔE to the lowest compared entry with this formula, charge and spin: 29.60 kcal per mole
HOMO-LUMO gap (spin up / spin down): 0.24911 / 0.24982 Eh

```
! wB97M-V def2-TZVPD RIJCOSX def2/J DEFGRID3
* xyz 2 4
Nd -12.334 -11.106 -5.923
As -10.000 -11.801 -3.682
F -9.660 -13.463 -6.573
F -13.238 -17.426 -7.968
F -10.433 -17.842 -8.327
F -14.057 -15.193 -6.758
F -8.766 -15.868 -7.795
O -12.343 -13.311 -5.854
O -9.252 -7.614 -5.391
O -14.707 -7.648 -7.872
O -13.364 -9.385 -7.514
O -15.171 -12.393 -2.731
O -11.268 -12.056 -10.410
O -13.468 -11.426 -3.704
N -12.266 -11.903 -8.440
N -10.398 -10.203 -7.519
N -11.023 -9.060 -5.182
N -14.834 -10.111 -5.485
C -12.886 -6.638 -4.797
C -14.536 -11.838 -9.366
C -15.380 -9.246 -6.344
C -10.509 -14.490 -6.904
C -9.928 -11.179 -1.777
C -11.223 -11.648 -9.136
C -14.108 -6.004 -4.701
C -10.267 -13.637 -3.157
C -15.912 -10.161 -10.379
C -14.365 -8.746 -7.268
C -13.245 -12.635 -9.266
C -12.450 -12.904 -10.542
C -15.049 -6.492 -3.822
C -14.680 -7.487 -2.895
C -11.839 -14.358 -6.550
C -16.892 -10.238 -4.295
C -15.587 -12.172 -8.519
C -15.579 -10.611 -4.506
C -16.987 -10.472 -9.547
C -9.056 -10.458 -9.499
C -16.693 -8.778 -6.143
C -11.099 -8.215 -3.987
C -14.733 -10.898 -10.336
C -17.465 -9.365 -5.140
C -9.907 -7.186 -4.180
C -12.324 -16.507 -7.593
C -10.163 -10.739 -8.706
C -13.382 -7.973 -2.889
C -16.830 -11.518 -8.668
C -10.090 -15.660 -7.521
C -8.535 -8.782 -7.884
C -12.731 -15.331 -6.925
C -8.274 -9.407 -9.117
C -8.146 -11.606 -4.053
C -12.487 -7.577 -3.880
C -10.949 -16.703 -7.812
C -10.016 -8.641 -5.836
C -9.571 -9.212 -7.098
C -14.689 -11.519 -3.629
H -11.002 -8.769 -3.122
H -17.655 -11.731 -7.961
H -7.922 -10.537 -4.211
H -10.107 -14.327 -3.977
H -12.917 -12.644 -11.483
H -14.391 -5.228 -5.404
H -9.036 -10.954 -10.458
H -10.908 -11.493 -1.311
H -12.094 -6.379 -5.502
H -7.998 -7.894 -7.571
H -13.932 -10.713 -11.020
H -9.177 -7.165 -3.327
H -17.080 -8.027 -6.882
H -8.990 -11.561 -1.355
H -9.629 -13.928 -2.282
H -13.484 -13.533 -8.709
H -7.843 -12.160 -4.917
H -17.486 -10.693 -3.502
H -17.947 -9.935 -9.624
H -13.069 -8.607 -2.056
H -7.573 -11.999 -3.236
H -12.030 -13.913 -10.600
H -16.135 -12.442 -2.633
H -7.400 -9.022 -9.656
H -16.089 -9.419 -11.210
H -18.566 -9.197 -5.003
H -15.377 -7.821 -2.089
H -16.007 -6.015 -3.749
H -13.997 -7.332 -8.459
H -11.244 -13.667 -2.740
H -10.322 -6.202 -4.326
H -9.840 -10.104 -1.706
H -15.622 -13.048 -7.915
*
```

***

5.
Entry from the OMol25 dataset: a structure of composition C39H33AsNO10P2SW (ωB97M-V/def2-TZVPD).

Output
ΔE to the lowest compared entry with this formula, charge and spin: 114.76 kcal per mole
HOMO-LUMO gap (spin up / spin down): 0.23053 / 0.23220 Eh

```
! wB97M-V def2-TZVPD RIJCOSX def2/J DEFGRID3
* xyz 1 3
W 0.269 0.310 -0.982
As -0.917 -2.552 -1.971
S -1.986 0.310 -4.682
P 2.404 -1.523 1.868
P -0.325 0.457 1.711
O -2.244 0.108 -6.077
O 0.088 -2.363 -3.383
O 1.445 1.971 -0.609
O 0.120 -1.576 -0.865
O 1.947 4.067 -1.247
O -3.396 -0.074 -3.923
O 0.628 0.379 -2.635
O -0.932 -4.046 -1.373
O -2.024 1.937 -4.507
O -1.670 -0.114 -0.862
N -0.892 2.041 -1.418
C 2.387 2.753 3.712
C 4.799 -5.336 0.852
C -2.505 2.541 -3.266
C -4.413 2.556 1.967
C -0.216 3.169 -1.682
C -3.591 -2.976 -2.277
C 1.085 3.077 -1.170
C -0.815 4.198 -2.500
C 3.564 -0.158 -1.984
C 4.410 1.249 -0.237
C 2.846 -0.532 0.326
C -5.543 -1.524 -2.049
C 2.133 2.444 5.039
C 3.727 -4.984 0.041
C -3.150 0.517 1.767
C -4.370 1.178 1.815
C 5.130 -4.553 1.945
C -3.311 -0.506 -2.516
C 1.654 2.141 2.705
C -2.065 1.733 -2.086
C -3.231 3.276 2.080
C 4.387 -3.416 2.233
C 0.399 0.924 4.361
C 2.983 -3.851 0.329
C 0.679 -2.224 1.879
C -4.994 -2.810 -2.219
C 1.137 1.531 5.363
C -4.753 -0.428 -2.107
C -0.542 -1.310 2.126
C -2.435 0.470 -1.778
C -1.912 3.923 -3.213
C -2.738 -1.916 -2.343
C 2.821 -0.877 -1.041
C 3.305 -3.057 1.434
C -1.961 1.234 1.882
C -2.012 2.619 2.040
C 0.660 1.220 3.024
C 3.667 0.551 0.693
C 4.353 0.902 -1.589
H 3.468 -5.593 -0.815
H 4.643 -2.805 3.091
H 4.949 1.438 -2.317
H -3.590 2.575 -3.340
H -5.288 0.610 1.740
H -0.912 -1.403 3.148
H -3.183 -3.976 -2.183
H -1.349 -1.642 1.471
H 0.483 -2.864 1.027
H -6.602 -1.413 -1.857
H 2.811 3.758 -0.933
H -2.368 4.677 -3.839
H 3.519 -0.457 -3.023
H 3.740 0.812 1.743
H 2.307 -1.768 -1.372
H -0.350 -1.915 -4.119
H 0.934 1.294 6.399
H -5.365 3.067 2.008
H 0.785 -2.889 2.742
H -3.140 -0.557 1.639
H 5.065 2.048 0.090
H -5.631 -3.683 -2.211
H -3.259 4.350 2.209
H 2.153 -3.592 -0.319
H 1.863 2.365 1.667
H -0.383 0.224 4.626
H 5.963 -4.827 2.578
H -1.095 3.187 2.146
H 5.376 -6.224 0.627
H -0.347 5.172 -2.533
H 2.709 2.915 5.825
H 3.159 3.469 3.461
H -5.152 0.571 -1.980
*
```

***

Computed values of E_tot (unit: Eh) for the preceding records, in sequence: -4093.218119 -7598.323766 -3443.804224 -5547.838444 -5696.622345.